Below is an isolated ion of composition C4H11N2 and charge +1 in a non-equilibrium geometry, with properties calculated with ωB97M-V with the def2-TZVPD basis set.

```
! wB97M-V def2-TZVPD RIJCOSX def2/J DEFGRID3
* xyz 1 1
C -0.05 -1.72 -1.68
C -0.20 -1.54 -0.15
C -0.21 -0.08 0.22
C 0.84 0.39 0.90
N 0.80 1.85 1.22
N -1.13 0.83 -0.31
H 0.55 -2.60 -1.83
H 0.38 -0.82 -2.12
H -1.00 -1.95 -2.15
H 0.54 -2.05 0.44
H -1.13 -2.01 0.18
H 1.81 -0.02 1.11
H 1.63 2.33 0.89
H -0.10 2.20 0.85
H 0.73 1.96 2.24
H -2.01 0.39 -0.55
H -0.83 1.22 -1.20
*
```

Summary:
Energy relative to the best compared isomer or geometry (same formula, charge and spin), kcal/mol: 33.55
F_max, eV/A: 1.61
LUMO energy, eV: -3.42



Below is a 2-piece molecular cluster, C4H11N2 overall in a non-equilibrium geometry, with properties calculated with ωB97M-V with the def2-TZVPD basis set.

```
! wB97M-V def2-TZVPD RIJCOSX def2/J DEFGRID3
* xyz 1 1
C -1.60 0.13 -0.14
C 1.46 0.77 0.96
C 1.29 -1.27 -0.58
C 1.17 0.30 -0.34
N -2.41 0.73 -1.04
N -2.12 -0.67 0.74
H 0.78 0.38 1.74
H 1.33 1.95 1.02
H 2.56 0.57 1.33
H 1.77 -1.41 -1.63
H 0.30 -1.77 -0.46
H 2.13 -1.74 -0.05
H 1.27 1.00 -1.14
H -1.93 1.44 -1.48
H -3.46 0.86 -0.78
H -1.70 -1.19 1.52
H -3.12 -0.81 0.82
*
```

Summary:
Energy relative to the best compared isomer or geometry (same formula, charge and spin), kcal/mol: 103.48
F_max, eV/A: 4.85
LUMO energy (alpha / beta), eV: -5.59 / -5.59



Below is a 2-piece molecular cluster, C4H11N2O overall, with properties calculated with ωB97M-V with the def2-TZVPD basis set.

```
! wB97M-V def2-TZVPD RIJCOSX def2/J DEFGRID3
* xyz -1 1
C 0.58 1.72 -0.88
O -0.41 0.92 -1.37
C 1.41 1.02 0.20
N 2.59 1.81 0.62
H 1.32 2.02 -1.67
H 0.20 2.67 -0.44
H 0.79 0.85 1.09
H 1.66 0.02 -0.19
H 3.12 1.25 1.30
H 3.22 1.87 -0.17
C -1.93 -2.30 -0.85
C -1.55 -1.41 0.06
N -1.64 -1.60 1.45
H -2.37 -3.27 -0.62
H -1.76 -2.06 -1.89
H -1.07 -0.47 -0.27
H -2.30 -2.31 1.71
H -1.86 -0.74 1.93
*
```

Summary:
Energy relative to the best compared isomer or geometry (same formula, charge and spin), kcal/mol: 34.56
F_max, eV/A: 0.63
LUMO energy, eV: 4.10



| no. | DFT total energy (a.u.) |
| --- | --- |
| 1 | -268.251431 |
| 2 | -268.139994 |
| 3 | -343.716094 |